Record 1
# C17H51O9V

A molecular structure, C17H51O9V in a non-equilibrium geometry (ωB97M-V/def2-TZVPD, the OMol25 dataset).

Properties
2S+1 ... 4
Net charge ... +1
HOMO-LUMO gap (spin up / spin down) ... 7.850 / 8.080 eV
E_HOMO (spin up / spin down) ... -0.4131 / -0.4221 hartree
DFT total energy ... -62561.237 eV
Energy above the lowest of the compared OMol25 structures with the same formula, charge and spin ... 145.06 kJ/mol

Each line ends with the Mulliken charge.
Cartesian coordinates (Å):
1 O 0.025316 -5.511994 -0.740879  -0.558
2 H -0.643926 0.517871 3.535981  0.207
3 H 0.428680 4.839525 0.142684  0.359
4 C -0.455194 4.733173 -1.886447  -0.213
5 C -3.592055 2.382129 -0.335419  -0.140
6 O -2.007081 -0.459635 -3.098564  0.008
7 H -4.210382 4.310782 0.639557  0.360
8 H 1.395077 1.625567 -4.036288  0.196
9 C -0.068918 1.920253 5.099822  -1.324
10 H 4.560290 1.297113 1.934635  0.490
11 H -0.407584 -6.357763 -0.878268  0.339
12 O 0.931710 0.968350 -3.511929  -0.401
13 H -2.973906 -1.983645 -4.918304  0.411
14 H 2.406838 -3.806595 2.116971  0.216
15 H 4.016593 0.877088 -0.748979  0.182
16 H 4.487199 2.469457 0.031419  0.335
17 V -1.059724 1.466019 -2.379096  0.948
18 C 2.895038 -3.534941 3.052902  -0.418
19 C -0.130435 -0.479870 0.303161  -0.215
20 C 1.887244 -0.025031 -3.179003  0.074
21 C -4.238653 3.787680 -0.316307  -1.323
22 O -0.389534 2.358601 2.672006  -0.539
23 H 0.926198 -0.649078 0.510501  0.261
24 C -0.894357 -4.763344 0.044134  0.408
25 H 0.668171 -1.566044 -4.163175  0.302
26 O -0.454412 0.786440 -0.305079  0.258
27 H 0.670884 2.719424 5.053645  0.345
28 H 2.687946 0.016758 -3.917407  0.516
29 C 2.332826 -2.272656 3.565104  -0.718
30 H -2.705950 2.324645 0.296741  0.054
31 H -2.487627 -0.318852 -3.917620  0.171
32 O 2.578199 2.082853 -0.356414  -0.384
33 H -0.386132 -1.416117 -0.192984  -0.825
34 C 3.651686 1.029001 1.395511  -0.725
35 H -3.942851 1.306008 -1.673948  0.284
36 C 1.198291 -1.374251 -3.230283  -0.788
37 H -0.675181 -0.661233 1.229696  0.304
38 H -0.795811 -3.694984 -0.148249  -0.465
39 H -1.861153 -5.079759 -0.347388  0.420
40 H -1.034335 2.408643 5.232231  0.305
41 O 2.871318 -4.586402 3.884712  -0.501
42 H -1.703987 -3.004228 -4.205551  0.324
43 H 2.812166 -1.978619 4.498847  0.373
44 H 3.913640 -3.222516 2.822780  0.374
45 H 3.671116 -5.090220 3.717104  0.334
46 H -4.285547 1.690962 0.143597  0.585
47 C 3.803489 1.620638 0.019022  -0.271
48 H 0.373122 1.301494 5.880743  0.361
49 H 0.135357 5.403630 -2.510816  0.281
50 H 2.489849 -1.501943 2.810500  0.028
51 H 1.006339 0.950019 3.352820  -0.034
52 H -3.465286 -1.660529 -2.323098  0.385
53 H -1.453994 -4.443794 2.159663  0.328
54 O -3.196770 1.905076 -1.596007  -0.452
55 H 2.493718 0.005957 -2.273832  -0.112
56 H 1.260073 -2.308776 3.754827  0.294
57 H 2.012488 -2.096144 -3.166518  0.442
58 C -0.817301 -5.095675 1.561518  -0.943
59 H 0.392337 -1.451422 -2.500493  -0.218
60 H 1.984393 1.328645 -0.343580  -0.002
61 C -0.394268 5.288604 -0.413358  -1.108
62 H -1.710441 -2.220109 -2.082442  -0.186
63 C -2.644149 -2.488423 -4.010254  -1.311
64 H 2.802947 1.353986 1.997270  0.032
65 H -5.295744 3.749508 -0.579353  0.372
66 H -0.304035 6.374532 -0.440349  0.403
67 H -0.438226 1.975236 1.793229  0.131
68 H -3.353356 -3.306469 -3.884055  0.379
69 H 0.196251 -4.946944 1.933935  0.151
70 C 0.041300 1.357229 3.654448  0.413
71 H 3.746842 -0.056373 1.363756  0.197
72 H -1.187732 4.811434 0.161819  0.202
73 C -2.447480 -1.717761 -2.708972  0.038
74 H -1.354389 4.787599 -2.500118  0.357
75 H -1.147897 -6.128885 1.667704  0.337
76 H -3.713343 4.439662 -1.014214  0.293
77 O -0.122493 3.368995 -1.849056  -0.184
78 H 0.696711 3.320440 -1.350897  0.193

Forces on atoms 1 to 2 (eV/Å):
0.4 0.3 0.1
-0.2 -0.2 0.1

=====

Record 2
# C17H52ClN5O9

7 unconnected molecules or ions with the total composition C17H52ClN5O9 in a non-equilibrium geometry (ωB97M-V/def2-TZVPD, the OMol25 dataset).

Properties
2S+1 ... 2
Net charge ... -1
HOMO-LUMO gap (spin up / spin down) ... 2.862 / 8.512 eV
E_HOMO (spin up / spin down) ... -0.0025 / -0.2149 hartree
DFT total energy ... -56859.526 eV
Energy above the lowest of the compared OMol25 structures with the same formula, charge and spin ... 159.11 kJ/mol

Each line ends with the Mulliken charge.
Cartesian coordinates (Å):
1 N 2.910609 -3.476990 -2.704535  -0.990
2 C -0.533743 1.767580 3.548763  0.321
3 C 2.358276 -1.291553 2.153752  -0.677
4 Cl -2.011621 -0.443858 -0.795217  1.480
5 H 3.404163 4.437889 3.188530  0.292
6 H -1.150086 2.425204 4.161749  0.482
7 H 2.537171 -0.234537 2.350760  0.019
8 H -2.614649 3.470933 -3.430584  0.282
9 H 1.354234 -5.110657 -3.441932  0.487
10 O -1.041391 -0.485415 0.273719  -0.608
11 C 1.057805 -4.196528 -3.956327  -1.334
12 H 1.937604 0.611322 -3.972155  0.343
13 H 2.060381 -1.969401 -0.366132  -0.004
14 C -6.680730 1.303603 0.915355  -0.465
15 H 1.495155 -5.629573 1.987166  0.308
16 H 4.183212 -0.597009 0.197095  0.475
17 H 2.904362 -3.930861 -4.838137  0.095
18 H -3.448384 5.006984 -2.998080  0.416
19 C -2.229991 4.359106 -1.386329  0.432
20 H 4.383627 -1.770350 2.166707  0.008
21 H -0.625790 1.496761 1.572201  0.026
22 O -3.325698 -0.052545 -0.341097  -0.679
23 H 1.519638 -1.241431 1.459275  0.201
24 H 3.031530 -1.416308 -4.726630  0.924
25 H 2.976011 -5.922578 1.027514  0.421
26 H -1.959565 2.105999 1.993584  -0.084
27 H -7.404305 1.426289 1.721257  0.211
28 C 2.835657 3.571840 3.527437  -0.768
29 C 2.049710 -1.877780 -4.620919  -1.377
30 C -3.753304 3.198978 1.859181  -1.026
31 H -1.838932 5.000148 -3.337366  0.441
32 C 1.047816 0.020013 -3.755977  -0.681
33 C 1.984608 -5.469571 1.026468  -1.383
34 H 0.612380 -4.313335 -4.944279  0.456
35 H -4.145335 4.450097 -0.519548  0.310
36 H -1.273549 2.659695 -1.121197  0.072
37 C 3.544944 -2.035356 1.522905  -0.965
38 H 3.760639 -2.932244 -2.732757  0.258
39 H -4.828095 3.311746 1.716995  0.355
40 N 1.263436 -1.910709 -0.983819  0.571
41 H 4.253267 -3.988517 0.990715  0.797
42 H 1.422405 -1.928335 -5.510878  0.447
43 H -6.201234 2.218898 0.568349  0.120
44 C 3.399928 -3.587426 1.537538  -0.987
45 H -1.881632 0.174741 3.610034  0.395
46 H -7.277982 0.747773 0.192559  0.298
47 O 1.165162 -1.327195 -3.600873  0.289
48 H 3.253018 -4.415243 -2.554401  0.564
49 H -3.527734 3.579319 2.855450  0.276
50 H 4.326388 -1.941763 -0.434257  0.414
51 C 2.312067 -3.375795 -4.110687  -0.612
52 H -0.417359 -0.523767 3.078687  0.138
53 H 1.428420 -5.949090 0.220979  0.260
54 O -2.806096 3.913721 0.983480  -0.315
55 O -5.691311 0.507375 1.493011  -0.454
56 H 1.037314 -0.928381 -1.047039  0.279
57 O 2.142486 -4.038499 0.961267  0.276
58 H 2.970288 3.539316 4.608603  0.314
59 N -0.979380 2.181321 2.225232  -0.032
60 H 1.670569 -2.298263 -1.822958  -0.040
61 H 1.412017 1.277634 3.150958  -0.359
62 H 0.244245 -3.863486 -3.311872  0.112
63 H 3.594517 -3.998003 2.528324  0.501
64 C -3.280843 3.804728 -0.363819  -0.384
65 C 0.995052 2.114337 3.711461  0.137
66 H -0.644744 -0.085254 4.694743  0.427
67 H 0.475082 -2.475699 -0.702089  0.321
68 N -0.953191 3.617252 -1.097426  -0.554
69 H 0.357099 0.131829 -4.591739  0.285
70 H 1.984099 -1.755335 3.066442  0.499
71 C -2.574607 4.378052 -2.827573  -1.567
72 H 1.230878 1.967322 4.765441  0.365
73 H 3.475147 2.838597 3.036012  0.260
74 O -1.728165 0.551976 -1.789054  -0.585
75 O 1.500053 3.369118 3.180259  -0.287
76 H -5.137726 0.091136 0.828256  0.350
77 O -2.007156 -1.794072 -1.317159  -0.711
78 H -1.937050 5.343087 -1.020170  0.232
79 N 3.714574 -1.491059 0.231061  -0.810
80 H -3.547008 2.129846 1.809353  0.440
81 H 0.606938 0.358784 -2.818441  0.017
82 H -3.520457 2.757418 -0.547739  0.285
83 H -0.404066 3.559781 -1.943156  0.263
84 C -0.801070 0.296221 3.685719  -1.311

Forces on atoms 1 to 2 (eV/Å):
-0.3 1.5 -1.8
0.2 1.7 -1.9